A 2-piece molecular cluster, C2H2IN overall. Source: the Open Molecules 2025 dataset; level of theory: the ωB97M-V functional and the def2-TZVPD basis.

Each line ends with the natural charge from an NBO analysis.
Positions of all 6 atoms, in Å:
C -0.365 -0.887 -0.039  0.1573
C -0.896 0.376 -0.017  -0.2636
N 0.059 -1.999 -0.009  -0.1697
I 3.434 0.801 -0.015  -0.2042
H -1.328 0.702 -0.873  0.2191
H -0.904 1.006 0.953  0.2612

Computed properties:
Kohn-Sham gap (spin up / spin down) = 3.73 / 3.57 eV
LUMO level (spin up / spin down) = -4.557 / -4.638 eV
Relative energy (zero: lowest compared OMol25 entry of this formula, charge and spin) = 369.1 kJ/mol
Maximum force = 4.3 eV Å⁻¹
HOMO energy (spin up / spin down) = -8.3 / -8.2 eV
Electronic energy = -429.68475 Eh


C33H47N10S2Ti as an isolated structure. Source: the Open Molecules 2025 dataset; level of theory: the ωB97M-V functional and the def2-TZVPD basis.

Each line ends with the Löwdin charge.
Positions of all 93 atoms, in Å:
Ti -0.594 0.003 -0.040  0.6769
C 0.238 1.931 -2.566  -0.1785
C -1.233 2.300 -2.435  -0.1932
N -1.853 1.777 -1.209  -0.1049
C -2.903 2.645 -0.661  -0.2082
C -2.365 3.909 -0.017  -0.2362
N -1.265 3.594 0.881  -0.0873
C -1.015 4.674 1.830  -0.2355
C 0.213 4.433 2.698  -0.1712
C 0.198 3.121 3.483  -0.2066
N 0.366 1.925 2.664  -0.0443
C 1.706 1.641 2.195  -0.1969
C 1.974 2.202 0.798  -0.2138
N 0.890 1.847 -0.136  -0.1435
C 1.133 2.462 -1.454  -0.2091
H 0.323 0.844 -2.632  0.0776
H 0.605 2.332 -3.517  0.1150
H -1.328 3.389 -2.430  0.1103
H -1.770 1.938 -3.320  0.1224
H -2.311 0.899 -1.441  0.0330
H -3.629 2.920 -1.439  0.1225
H -3.424 2.069 0.108  0.0665
H -2.015 4.632 -0.764  0.1049
H -3.205 4.378 0.516  0.1126
H -1.567 2.789 1.433  0.0326
H -0.880 5.601 1.262  0.1129
H -1.891 4.815 2.481  0.1030
H 1.120 4.502 2.091  0.0869
H 0.271 5.248 3.426  0.1095
H 0.983 3.173 4.254  0.1131
H -0.757 3.032 4.005  0.0904
H -0.023 1.129 3.154  0.0727
H 2.480 2.029 2.877  0.1194
H 1.825 0.557 2.158  0.0991
H 2.082 3.293 0.825  0.1025
H 2.926 1.808 0.429  0.0972
H 0.064 2.348 0.250  0.0566
H 1.013 3.553 -1.374  0.1241
H 2.178 2.279 -1.725  0.1135
S -3.500 2.196 3.009  0.5424
C -2.624 0.757 3.019  -1.1842
S -2.544 -0.315 1.617  0.5473
C -1.962 0.306 4.182  -0.4414
C -1.185 -0.884 4.207  -0.2669
N -0.542 -1.845 4.218  0.1577
C -1.998 1.044 5.399  -0.3044
N -2.028 1.640 6.388  0.1193
C 4.833 -2.008 0.445  -0.1557
C 4.076 -0.923 -0.294  -0.1916
N 2.749 -0.815 0.266  0.0650
C 1.994 -1.885 0.689  -0.3752
N 0.727 -1.696 0.873  0.0204
C -0.083 -2.827 1.332  -0.2420
C 0.721 -3.802 2.167  -0.1730
C 1.945 -4.224 1.386  -0.1564
N 2.676 -3.043 0.952  -0.0297
C 4.004 -3.278 0.416  -0.1629
H 4.998 -1.702 1.480  0.1212
H 5.802 -2.181 -0.025  0.1136
H 4.053 -1.157 -1.366  0.1011
H 4.575 0.042 -0.181  0.1135
H 2.170 -0.051 -0.048  0.0714
H -0.500 -3.338 0.455  0.1092
H -0.912 -2.426 1.910  0.0261
H 0.117 -4.674 2.423  0.1177
H 1.010 -3.316 3.101  0.0858
H 1.670 -4.839 0.518  0.1231
H 2.622 -4.814 2.011  0.1164
H 3.945 -3.668 -0.609  0.1128
H 4.471 -4.050 1.030  0.1189
C -4.567 -0.933 -4.051  -0.1234
C -4.584 -0.733 -2.678  -0.0897
C -3.432 -0.878 -1.919  -0.0654
C -2.203 -1.200 -2.516  -0.3212
C -2.205 -1.406 -3.910  -0.0400
C -3.364 -1.279 -4.656  -0.1082
N -1.023 -1.235 -1.771  -0.0644
C -0.108 -2.214 -2.163  -0.3302
C 1.250 -1.938 -2.358  -0.0496
C 2.150 -2.939 -2.704  -0.1185
C 1.732 -4.250 -2.865  -0.1219
C 0.384 -4.546 -2.676  -0.0978
C -0.513 -3.552 -2.337  -0.0418
H -5.471 -0.828 -4.637  0.0872
H -5.512 -0.477 -2.179  0.1023
H -3.477 -0.749 -0.842  0.0461
H -1.273 -1.661 -4.402  0.1100
H -3.325 -1.441 -5.728  0.0932
H 1.600 -0.918 -2.250  0.0914
H 3.191 -2.686 -2.870  0.0893
H 2.436 -5.025 -3.141  0.0898
H 0.033 -5.565 -2.789  0.0969
H -1.560 -3.790 -2.185  0.1209

Computed properties:
Kohn-Sham gap (spin up / spin down) = 5.62 / 6.32 eV
LUMO level (spin up / spin down) = 2.079 / 2.078 eV
Relative energy (zero: lowest compared OMol25 entry of this formula, charge and spin) = 4.4 kJ/mol
Charge = -1
Maximum force = 0.5 eV Å⁻¹
2S+1 = 3
HOMO energy (spin up / spin down) = -3.5 / -4.2 eV
Electronic energy = -3479.23762 Eh


C40H49IOP2RuTe4 as an isolated structure. Source: the Open Molecules 2025 dataset; level of theory: the ωB97M-V functional and the def2-TZVPD basis.

Each line ends with the Löwdin charge.
Positions of all 98 atoms, in Å:
Ru -0.074 0.415 0.538  -0.1405
Te -0.913 2.724 1.066  0.5456
Te -2.340 2.928 3.271  0.2718
Te -2.555 0.445 4.111  0.2730
Te -1.138 -0.930 2.378  0.3955
I 0.660 -1.942 -0.455  1.1719
C 2.679 -1.826 -1.034  -0.5738
C 2.953 -2.642 -2.091  -0.1803
C 4.265 -2.776 -2.569  -0.0502
C 5.264 -2.112 -1.925  -0.0016
C 4.998 -1.282 -0.809  -0.1409
C 6.097 -0.704 -0.133  0.0040
C 5.907 0.058 0.975  -0.0243
C 4.597 0.341 1.383  -0.0735
C 3.477 -0.159 0.753  -0.2635
P 1.972 0.654 1.456  0.9067
C 2.518 2.390 1.427  -0.4046
C 2.970 3.068 2.560  -0.0901
C 3.418 4.377 2.451  -0.0468
C 3.448 5.009 1.216  -0.0473
C 3.031 4.327 0.081  -0.0564
C 2.566 3.025 0.186  -0.1335
C 1.990 0.128 3.204  -0.4172
C 1.351 0.886 4.185  -0.1849
C 1.281 0.424 5.488  -0.0750
C 1.814 -0.818 5.821  -0.0481
C 2.436 -1.583 4.847  -0.0478
C 2.535 -1.107 3.543  -0.0882
C 3.660 -1.068 -0.344  -0.1849
H 2.158 -3.205 -2.566  0.0985
H 4.468 -3.421 -3.412  0.1235
H 6.294 -2.223 -2.242  0.1283
H 7.093 -0.903 -0.509  0.1294
H 6.740 0.477 1.521  0.1233
H 4.480 1.010 2.225  0.1081
H 2.984 2.588 3.527  0.0996
H 3.758 4.899 3.336  0.1175
H 3.808 6.026 1.136  0.1172
H 3.069 4.808 -0.887  0.1116
H 2.236 2.491 -0.701  0.0687
H 0.920 1.850 3.937  0.0797
H 0.814 1.035 6.251  0.1168
H 1.752 -1.181 6.838  0.1184
H 2.863 -2.544 5.100  0.1183
H 3.051 -1.700 2.798  0.1110
O 0.358 1.438 -1.319  -0.6017
P 0.010 1.549 -2.798  0.8705
C -1.780 1.218 -3.026  -0.3230
C -2.265 0.096 -2.094  -0.2332
C -3.690 -0.311 -2.456  -0.1706
C -3.729 -0.964 -3.852  -0.1728
C -2.541 -0.520 -4.712  -0.1948
C -2.246 0.959 -4.482  -0.1799
C 1.066 0.355 -3.680  -0.3206
C 2.544 0.578 -3.252  -0.1827
C 3.369 1.203 -4.373  -0.1791
C 3.449 0.246 -5.571  -0.1714
C 2.137 -0.538 -5.746  -0.1705
C 0.949 0.262 -5.213  -0.1790
C 0.473 3.241 -3.325  -0.3124
C -0.066 3.742 -4.681  -0.1640
C -1.485 4.307 -4.620  -0.1811
C -1.630 5.370 -3.537  -0.1809
C -1.210 4.813 -2.180  -0.2121
C 0.223 4.294 -2.229  -0.2038
H -2.240 2.144 -2.671  0.1026
H -2.229 0.444 -1.053  0.0592
H -1.615 -0.776 -2.171  0.0626
H -4.326 0.579 -2.429  0.1209
H -4.090 -0.993 -1.704  0.1143
H -4.661 -0.697 -4.350  0.1168
H -3.728 -2.052 -3.762  0.1141
H -2.748 -0.703 -5.767  0.1241
H -1.657 -1.117 -4.466  0.1016
H -3.164 1.526 -4.659  0.1249
H -1.524 1.332 -5.207  0.0900
H 0.737 -0.609 -3.267  0.0887
H 2.979 -0.394 -3.017  0.0806
H 2.612 1.161 -2.324  0.0906
H 4.367 1.446 -4.005  0.1184
H 2.925 2.151 -4.690  0.1013
H 4.279 -0.451 -5.434  0.1097
H 3.669 0.812 -6.477  0.1157
H 2.185 -1.490 -5.206  0.1107
H 1.977 -0.790 -6.794  0.1187
H 0.014 -0.217 -5.497  0.0952
H 0.953 1.251 -5.674  0.1031
H 1.560 3.135 -3.423  0.1087
H 0.002 2.976 -5.454  0.0887
H 0.609 4.544 -4.999  0.1304
H -2.206 3.508 -4.433  0.0856
H -1.743 4.718 -5.598  0.1247
H -2.658 5.734 -3.503  0.1183
H -0.999 6.232 -3.778  0.1233
H -1.898 4.015 -1.874  0.0801
H -1.282 5.587 -1.412  0.1166
H 0.531 3.911 -1.257  0.0283
H 0.884 5.139 -2.451  0.1296

Computed properties:
Kohn-Sham gap (spin up / spin down) = 4.79 / 4.79 eV
LUMO level (spin up / spin down) = -8.039 / -8.040 eV
Charge = +2
Maximum force = 0.7 eV Å⁻¹
HOMO energy (spin up / spin down) = -12.8 / -12.8 eV
Electronic energy = -3775.86988 Eh


A 2-piece molecular cluster, C5H10Cl overall. Source: the Open Molecules 2025 dataset; level of theory: the ωB97M-V functional and the def2-TZVPD basis.

Each line ends with the natural charge from an NBO analysis.
Positions of all 16 atoms, in Å:
Cl -2.145 0.780 1.179  -0.2839
H -2.663 0.000 0.286  0.2142
C -3.303 -0.946 -0.772  -0.3198
C -2.276 -1.423 -1.705  -0.2952
C -1.378 -0.309 -2.326  -0.3956
C -0.198 -0.788 -1.463  -0.4065
C -1.005 -2.023 -1.029  -0.3958
H -3.718 -1.702 -0.110  0.1992
H -4.041 -0.272 -1.198  0.1990
H -2.686 -2.092 -2.472  0.2316
H -1.200 -0.479 -3.390  0.2068
H -1.700 0.716 -2.130  0.2090
H 0.716 -1.008 -2.015  0.2039
H 0.008 -0.111 -0.628  0.2175
H -1.074 -2.167 0.051  0.2089
H -0.666 -2.930 -1.537  0.2067

Computed properties:
Kohn-Sham gap (spin up / spin down) = 9.96 / 9.72 eV
LUMO level (spin up / spin down) = 1.038 / -1.127 eV
Relative energy (zero: lowest compared OMol25 entry of this formula, charge and spin) = 67.9 kJ/mol
Maximum force = 2.1 eV Å⁻¹
2S+1 = 2
HOMO energy (spin up / spin down) = -8.9 / -10.9 eV
Electronic energy = -656.60079 Eh